(1)
C23H67GaO13PS10 as an isolated structure, computed with ωB97M-V with the def2-TZVPD basis set.

The value obtained for the maximum force is 0.75 eV Å⁻¹. The calculation puts the HOMO-LUMO gap at 6.25 eV. The calculation puts the highest occupied orbital energy at -0.1709 hartree. Its total energy is -8142.54619 hartree. Its total charge is -1. The spin multiplicity is 1. As for the molar mass: 973.1 g/mol.

```
115
Properties=species:S:1:pos:R:3:forces:R:3
C 0.740 -2.601 1.754 -0.3 0.1 0.2
C -0.493 -2.262 2.123 -0.3 -0.1 -0.3
Ga -1.336 -0.492 1.775 0.3 0.0 0.1
S -1.244 -0.021 -0.463 0.1 -0.5 -0.5
O -0.471 0.772 2.839 -0.3 0.0 -0.3
C 0.467 1.622 2.237 0.1 0.2 0.0
C 1.052 2.547 3.305 -0.4 -0.5 0.3
C 1.565 1.740 4.512 -0.1 -0.1 -0.3
P -3.606 -0.562 2.461 0.1 -0.4 -0.1
O -4.270 -1.889 2.333 0.0 0.0 0.1
O -4.438 0.620 1.685 0.0 -0.1 -0.1
O -3.780 -0.005 3.979 -0.3 0.2 0.0
H 1.275 -1.994 1.031 0.3 0.0 0.2
H 1.243 -3.458 2.196 0.1 -0.2 -0.4
H -1.053 -2.981 2.723 0.2 0.1 0.3
H -1.772 1.184 -0.694 0.0 0.2 0.4
H 1.296 1.063 1.767 0.0 -0.1 0.0
H 0.006 2.237 1.452 0.1 -0.1 -0.1
H 1.844 3.172 2.886 -0.1 0.1 -0.1
H 0.204 3.156 3.638 0.3 0.4 -0.1
H 0.753 1.620 5.230 0.2 0.1 0.2
H 2.445 2.194 4.976 -0.1 0.1 0.2
H 1.844 0.733 4.204 0.1 0.1 -0.1
H -4.275 0.493 0.738 0.0 0.2 0.0
H -3.714 0.959 3.968 0.1 -0.1 0.1
C -2.862 5.570 -0.770 0.1 -0.1 0.1
S -1.533 4.500 -1.325 0.1 0.0 -0.1
O -1.414 3.370 -0.365 -0.2 0.1 0.0
C -0.182 5.612 -0.950 -0.1 0.1 0.1
H -3.800 5.034 -0.880 0.0 0.0 0.0
H -2.709 5.829 0.277 0.0 0.0 0.0
H -2.886 6.467 -1.386 0.0 0.0 0.0
H -0.202 5.869 0.111 -0.1 -0.1 0.0
H -0.253 6.506 -1.568 0.0 0.0 0.0
H 0.741 5.096 -1.184 0.0 0.0 0.0
C -5.176 -4.179 0.420 -0.2 -0.2 0.0
S -4.100 -3.503 -0.838 0.2 0.3 0.1
O -4.967 -3.179 -2.015 -0.1 -0.2 -0.1
C -3.252 -5.035 -1.235 0.0 -0.1 0.0
H -5.815 -3.371 0.770 0.1 0.1 0.1
H -5.772 -4.985 -0.013 0.1 0.0 -0.1
H -4.578 -4.542 1.255 0.0 0.1 0.0
H -3.980 -5.782 -1.558 0.0 0.0 0.0
H -2.708 -5.376 -0.354 0.0 0.0 0.0
H -2.542 -4.826 -2.035 0.0 0.0 0.0
C 0.127 -3.589 -5.731 -0.1 0.0 -0.1
S -0.520 -3.050 -4.138 0.0 0.2 0.2
O -0.370 -4.205 -3.215 0.0 -0.1 -0.1
C -2.246 -2.991 -4.627 -0.1 0.0 0.0
H 1.201 -3.720 -5.620 0.0 0.0 0.0
H -0.336 -4.535 -6.012 0.0 0.0 0.0
H -0.076 -2.823 -6.480 0.0 0.0 0.0
H -2.554 -3.973 -4.988 0.0 0.0 0.0
H -2.374 -2.236 -5.403 0.0 0.0 0.0
H -2.834 -2.717 -3.751 0.0 0.0 0.0
C 3.004 -2.135 6.298 0.0 -0.1 0.0
S 4.161 -1.288 5.214 0.1 0.1 0.1
O 3.420 -0.938 3.981 0.1 -0.1 -0.2
C 5.172 -2.722 4.833 -0.2 -0.1 0.1
H 2.260 -1.406 6.613 0.0 0.0 0.0
H 2.520 -2.942 5.748 0.0 0.0 0.0
H 3.539 -2.521 7.167 0.0 0.0 0.0
H 4.541 -3.492 4.388 0.0 0.0 0.0
H 5.651 -3.089 5.739 0.1 0.0 0.0
H 5.936 -2.413 4.127 0.0 0.0 0.0
C 4.541 5.471 -3.938 0.1 0.0 0.0
S 2.971 4.979 -3.223 -0.1 -0.1 0.0
O 2.458 6.131 -2.428 0.2 0.1 -0.1
C 3.648 3.808 -2.055 0.0 -0.2 0.2
H 4.339 6.247 -4.674 0.0 0.0 0.0
H 5.186 5.863 -3.151 0.0 0.0 0.0
H 4.996 4.603 -4.416 0.0 0.0 0.0
H 4.353 4.314 -1.394 0.0 0.1 0.0
H 4.143 3.008 -2.603 0.0 0.0 -0.1
H 2.825 3.403 -1.467 0.0 0.0 0.0
C 10.225 -3.682 3.535 0.1 0.0 0.0
S 8.777 -4.645 3.985 0.0 0.0 -0.1
O 7.955 -3.788 4.875 0.1 -0.1 0.0
C 9.645 -5.811 5.042 0.1 0.0 0.0
H 9.888 -2.862 2.904 0.0 0.0 0.0
H 10.693 -3.288 4.437 0.0 0.0 0.0
H 10.921 -4.311 2.979 0.0 0.0 0.0
H 10.154 -5.269 5.839 0.0 0.0 0.0
H 10.356 -6.382 4.446 0.0 0.0 0.0
H 8.901 -6.482 5.467 0.0 0.0 0.0
C -9.798 -5.471 1.131 0.0 0.0 0.1
S -10.245 -4.482 -0.301 0.0 0.1 0.0
O -11.240 -5.272 -1.076 0.0 -0.1 0.0
C -8.669 -4.646 -1.136 0.1 0.0 0.0
H -10.673 -5.533 1.775 0.0 0.0 0.0
H -9.505 -6.468 0.803 0.0 0.0 0.0
H -8.981 -4.984 1.665 0.0 0.0 0.0
H -8.454 -5.702 -1.306 0.0 0.0 0.0
H -7.890 -4.188 -0.529 0.0 0.1 0.0
H -8.736 -4.127 -2.089 0.0 0.0 0.0
C -6.047 9.738 -1.131 0.0 0.1 0.0
S -6.264 8.047 -1.700 -0.1 0.0 0.0
O -5.332 7.207 -0.909 0.0 0.1 0.0
C -5.501 8.289 -3.309 0.0 0.0 -0.1
H -6.420 9.789 -0.111 0.0 0.0 0.0
H -4.988 9.994 -1.152 0.0 0.0 0.0
H -6.621 10.412 -1.768 0.0 0.0 0.0
H -4.480 8.647 -3.177 0.0 0.0 0.0
H -6.090 9.002 -3.887 0.0 0.0 0.0
H -5.492 7.325 -3.814 0.0 0.0 0.0
C 4.631 -0.404 -4.040 -0.1 0.0 0.0
S 5.950 0.779 -3.769 0.0 -0.1 0.1
O 5.442 2.106 -4.218 0.0 0.0 -0.1
C 7.038 0.180 -5.066 0.0 0.0 -0.1
H 3.827 -0.166 -3.347 0.0 0.0 0.0
H 4.275 -0.320 -5.067 0.0 0.0 0.0
H 5.002 -1.409 -3.839 0.0 0.0 0.0
H 6.519 0.223 -6.023 0.0 0.0 0.0
H 7.341 -0.842 -4.837 0.0 0.0 0.0
H 7.911 0.827 -5.088 0.0 0.0 0.0
```
Forces are in eV/Å.

---

(2)
An isolated ion of composition C6H13N2O2S and charge +1, computed with ωB97M-V with the def2-TZVPD basis set.

The value obtained for the maximum force is 4.47 eV Å⁻¹. The calculation puts the HOMO-LUMO gap (spin up / spin down) at 7.32 / 7.51 eV. The calculation puts the highest occupied orbital energy (spin up / spin down) at -0.4803 / -0.4792 hartree. As for the structure (SMILES): N[C@]1([NH3+])CCCCC1=S(=O)=O. Its total energy is -894.19635 hartree. The energy above the lowest of the compared OMol25 structures with the same formula, charge and spin comes out at 2.951 eV. Its total charge is +1. The spin multiplicity is 1. As for the molar mass: 177.2 g/mol.

```
24
Properties=species:S:1:pos:R:3:forces:R:3
C 1.018 0.541 0.376 1.1 -4.0 -1.6
C 0.361 1.796 0.526 -2.0 1.7 -1.9
C -0.910 1.882 -0.420 -0.6 -0.8 -1.1
C -2.018 0.774 -0.084 1.5 1.1 -1.3
C -1.342 -0.427 0.501 1.8 -1.1 1.5
C 0.073 -0.904 -0.040 -1.9 3.8 -0.7
N 0.034 -1.202 -1.440 1.7 -1.4 1.7
N 0.649 -2.021 0.729 0.1 -0.3 -1.8
O 2.904 -1.182 0.158 0.1 0.5 -1.3
O 3.626 1.151 0.027 1.3 1.6 -0.2
S 2.610 0.225 -0.274 -1.7 -1.5 2.1
H -0.120 1.827 1.502 0.7 0.4 0.6
H 0.970 2.680 0.224 -0.1 -0.7 1.0
H -1.456 2.846 -0.297 1.1 -0.4 -0.5
H -0.502 1.679 -1.517 -1.1 0.8 2.2
H -2.902 1.094 0.515 1.0 0.0 -0.2
H -2.413 0.505 -1.063 -0.3 -0.1 0.0
H -1.109 -0.271 1.601 -0.8 -0.4 -1.0
H -1.968 -1.258 0.288 -0.8 -1.0 0.6
H 0.581 -1.949 -1.859 0.0 0.4 0.4
H -0.611 -0.810 -2.053 -1.3 0.9 -0.6
H 0.467 -2.967 0.463 -0.7 -0.8 -1.7
H 0.384 -2.151 1.659 -0.2 1.2 2.5
H 1.673 -1.857 0.479 1.1 0.0 1.0
```
Forces are in eV/Å.

---

(3)
CH3Cl2OPS as an isolated structure, computed with ωB97M-V with the def2-TZVPD basis set.

The value obtained for the maximum force is 4.51 eV Å⁻¹. The calculation puts the HOMO-LUMO gap (spin up / spin down) at 6.22 / 6.15 eV. The calculation puts the highest occupied orbital energy (spin up / spin down) at -0.2335 / -0.3573 hartree. Its total energy is -1774.86773 hartree. The energy above the lowest of the compared OMol25 structures with the same formula, charge and spin comes out at 4.128 eV. The spin multiplicity is 3. As for the molar mass: 165.0 g/mol.

```
9
Properties=species:S:1:pos:R:3:forces:R:3
C -1.484 -0.336 -0.520 2.4 2.0 0.3
O 1.772 -1.182 -0.160 0.5 -1.3 -1.9
P -0.069 1.102 0.612 -2.6 -2.3 0.1
S 1.521 -0.390 1.031 -3.7 -1.3 1.2
Cl -1.952 -1.487 0.675 0.0 -0.6 0.1
Cl 2.858 1.234 1.138 3.2 3.2 0.4
H -0.752 -0.659 -1.304 -1.0 -0.2 0.9
H -2.377 0.145 -0.939 0.6 0.2 0.3
H 0.484 1.573 -0.533 0.8 0.4 -1.3
```
Forces are in eV/Å.

---

(4)
C6H4Br2CoF12O12S4 as an isolated structure, computed with ωB97M-V with the def2-TZVPD basis set.

The value obtained for the maximum force is 3.56 eV Å⁻¹. The calculation puts the HOMO-LUMO gap (spin up / spin down) at 7.67 / 7.63 eV. The calculation puts the highest occupied orbital energy (spin up / spin down) at -0.1494 / -0.1482 hartree. Its total energy is -10456.03718 hartree. Its total charge is -2. The spin multiplicity is 4. As for the molar mass: 843.1 g/mol.

```
41
Properties=species:S:1:pos:R:3:forces:R:3
Co -0.024 -0.232 0.174 1.8 -0.4 -0.9
C 2.976 -3.844 -0.267 -1.4 2.9 0.3
F 3.190 -3.692 1.051 0.2 -0.1 0.0
F 4.099 -4.254 -0.818 -0.1 -1.1 -0.3
F 1.936 -4.674 -0.374 0.5 -0.8 -0.5
S 2.538 -2.130 -1.048 1.2 2.7 0.6
O 2.007 -2.261 -2.362 -0.1 -1.3 -0.5
O 1.529 -1.517 -0.135 0.2 -1.2 0.6
O 3.820 -1.438 -0.950 -0.9 -1.3 0.2
C 0.022 3.025 -2.731 0.4 -1.4 0.6
F 0.895 3.829 -3.319 0.0 0.6 -0.2
F -0.175 3.436 -1.472 -0.2 0.4 -0.2
F -1.131 3.057 -3.400 -0.2 0.3 0.1
S 0.745 1.315 -2.709 2.6 -2.4 -0.2
O 0.523 0.773 -4.023 -1.3 0.6 0.1
O 2.154 1.417 -2.424 -0.4 1.3 0.3
O 0.070 0.603 -1.602 -1.2 1.2 -0.9
C -2.664 -3.649 -0.916 0.5 2.3 0.2
F -3.352 -4.370 -1.784 0.0 -0.6 0.1
F -3.417 -3.429 0.179 -0.3 -0.4 0.0
F -1.554 -4.252 -0.518 -0.1 -0.7 -0.1
S -2.213 -2.009 -1.700 0.3 0.6 -1.6
O -1.453 -1.312 -0.627 -1.6 -0.7 0.4
O -1.360 -2.382 -2.792 -0.2 -0.3 0.3
O -3.481 -1.409 -2.104 0.8 -0.4 1.3
C 3.020 0.667 3.163 -0.7 0.3 -3.0
F 4.172 1.176 3.574 0.2 0.1 0.6
F 3.221 -0.604 2.783 0.1 0.2 0.3
F 2.115 0.659 4.130 -0.1 0.2 0.6
S 2.422 1.706 1.611 1.2 0.0 -1.1
O 3.498 1.682 0.647 -0.3 -0.4 1.2
O 1.235 0.973 1.142 -0.6 -0.4 0.8
O 2.098 3.015 2.114 -0.2 0.0 0.8
Br -2.017 1.653 0.710 -0.3 0.5 0.0
C -3.177 2.932 1.611 -0.9 -0.3 -0.5
C -3.988 2.283 2.724 1.2 0.1 -0.2
Br -2.702 1.929 4.143 -0.1 0.0 0.6
H -3.801 3.226 0.766 -0.3 0.0 0.2
H -2.693 3.835 1.973 0.6 -0.3 0.0
H -4.346 1.286 2.495 -0.4 0.3 -0.3
H -4.737 2.983 3.086 -0.1 -0.2 0.1
```
Forces are in eV/Å.

---

(5)
A 2-piece molecular cluster, C3H4O3 overall, computed with ωB97M-V with the def2-TZVPD basis set.

The value obtained for the maximum force is 7.69 eV Å⁻¹. The calculation puts the HOMO-LUMO gap at 8.96 eV. The calculation puts the highest occupied orbital energy at -0.3366 hartree. Its total energy is -342.28800 hartree. The energy above the lowest of the compared OMol25 structures with the same formula, charge and spin comes out at 4.570 eV. The spin multiplicity is 1. As for the molar mass: 88.1 g/mol.

```
10
Properties=species:S:1:pos:R:3:forces:R:3
C 0.264 -0.637 0.383 -2.1 -0.8 -1.3
C 1.136 -1.248 1.201 1.0 2.6 -1.5
C -0.374 1.072 -0.988 -4.2 -6.1 2.1
O -0.925 -1.285 0.091 1.5 0.5 1.0
O 0.256 2.086 -1.265 3.9 3.2 -0.2
O -1.527 0.781 -1.252 2.2 0.8 0.5
H 2.156 -0.855 1.278 -0.5 -0.1 0.2
H 0.870 -2.078 1.809 -0.4 -0.6 0.1
H -0.252 2.826 -1.603 -0.7 0.2 -0.4
H -1.605 -0.661 0.345 -0.7 0.1 -0.4
```
Forces are in eV/Å.